No. 1
38
Properties=species:S:1:pos:R:3 method="wB97M-V/def2-TZVPD" de_lowest_ev=0.298 homo_energy_ev=-8.244
C -4.257 0.539 -1.240
C -3.356 -0.565 -1.800
C -3.798 -1.939 -1.277
C -3.300 -0.557 -3.338
O -1.994 -0.354 -1.326
C -1.771 -0.182 0.001
O -2.639 -0.023 0.822
N -0.469 -0.162 0.351
C -0.010 -0.052 1.565
N -0.820 -0.001 2.645
N 1.353 0.090 1.719
C 2.333 0.483 0.761
C 1.990 0.687 -0.593
C 2.923 1.012 -1.544
C 4.244 1.089 -1.181
C 4.652 0.832 0.115
C 3.692 0.513 1.066
B 4.212 0.197 2.524
O 3.425 -0.465 3.442
O 5.434 0.719 3.023
H -3.828 1.554 -1.513
H -5.267 0.504 -1.632
H -4.306 0.409 -0.143
H -4.736 -2.178 -1.763
H -3.964 -1.944 -0.198
H -3.021 -2.667 -1.515
H -4.259 -0.855 -3.758
H -2.943 0.397 -3.765
H -2.566 -1.314 -3.604
H -0.511 0.276 3.582
H -1.819 0.018 2.565
H 1.707 -0.083 2.654
H 0.950 0.543 -0.848
H 2.607 1.281 -2.555
H 4.979 1.192 -1.953
H 5.670 0.851 0.406
H 3.745 -0.417 4.370
H 5.720 0.571 3.937

---

No. 2
11
Properties=species:S:1:pos:R:3 method="wB97M-V/def2-TZVPD" de_lowest_ev=3.397 multiplicity=6 homo_energy_ev="-6.886 / -6.933" s2=8.760
H 0.516 -1.104 -1.384
O 0.043 2.728 -0.650
O 1.541 -0.843 0.409
C 0.422 -1.232 -0.276
C -0.866 -0.511 0.123
O -0.980 0.795 -0.460
C -0.281 1.795 0.111
H 0.187 -2.314 -0.114
H -0.910 -0.422 1.221
H -1.742 -1.075 -0.229
Pm 2.070 2.184 1.250

---

No. 3
171
Properties=species:S:1:pos:R:3 method="wB97M-V/def2-TZVPD" charge=+1 homo_energy_ev=-10.140
Al 18.736 -0.639 -19.734
N 19.205 1.129 -17.615
S 18.470 2.338 -16.977
O 18.903 3.677 -17.280
O 17.807 2.146 -15.721
F 17.246 2.236 -18.060
S 20.750 1.517 -17.089
O 21.011 1.453 -15.658
O 21.415 2.549 -17.827
F 21.530 0.213 -17.582
N 20.966 -0.294 -21.441
S 21.369 -0.077 -23.056
O 21.483 -1.321 -23.774
O 22.219 1.010 -23.458
F 19.950 0.471 -23.513
S 22.381 -0.374 -20.887
O 22.736 0.902 -20.286
O 23.333 -1.259 -21.476
F 22.004 -1.259 -19.550
O 12.923 7.177 -16.839
P 13.828 6.016 -16.882
N 13.195 4.540 -16.487
C 12.237 3.942 -17.423
C 12.795 4.318 -15.075
N 15.082 6.218 -15.764
C 16.159 5.258 -15.647
C 15.347 7.493 -15.098
N 14.562 5.776 -18.401
C 14.592 6.855 -19.351
C 15.308 4.595 -18.784
H 12.517 4.079 -18.466
H 11.262 4.439 -17.356
H 12.059 2.901 -17.161
H 11.783 4.721 -15.014
H 13.459 4.828 -14.383
H 12.814 3.256 -14.847
H 17.064 5.528 -16.206
H 16.394 5.150 -14.588
H 15.906 4.301 -16.100
H 14.446 7.923 -14.669
H 16.037 7.250 -14.288
H 15.888 8.204 -15.728
H 15.621 7.016 -19.682
H 13.942 6.600 -20.197
H 14.232 7.813 -18.981
H 14.682 4.105 -19.546
H 15.446 3.831 -18.028
H 16.235 4.853 -19.296
O 24.980 -2.682 -14.622
P 25.851 -1.568 -15.019
N 26.763 -0.895 -13.725
C 26.734 -1.550 -12.435
C 27.217 0.488 -13.674
N 25.066 -0.315 -15.782
C 24.524 -0.549 -17.140
C 24.295 0.708 -15.041
N 27.049 -1.932 -16.128
C 27.980 -0.932 -16.658
C 27.533 -3.313 -16.220
H 26.678 -2.635 -12.559
H 25.841 -1.278 -11.864
H 27.659 -1.393 -11.883
H 27.214 0.989 -14.643
H 28.279 0.512 -13.418
H 26.600 1.094 -13.007
H 24.061 0.337 -17.571
H 25.294 -0.769 -17.880
H 23.797 -1.356 -17.019
H 25.035 1.452 -14.727
H 23.576 1.276 -15.620
H 23.846 0.270 -14.148
H 27.449 0.021 -16.620
H 28.855 -0.875 -16.011
H 28.173 -1.061 -17.722
H 26.879 -4.032 -15.731
H 28.550 -3.461 -15.851
H 27.523 -3.564 -17.283
O 19.056 -2.373 -17.401
P 19.573 -3.082 -16.220
N 19.283 -4.711 -16.057
C 18.006 -5.238 -16.546
C 20.019 -5.636 -15.192
N 19.033 -2.381 -14.772
C 18.754 -3.088 -13.514
C 18.791 -0.941 -14.770
N 21.305 -2.999 -16.167
C 21.965 -2.120 -15.173
C 22.118 -3.118 -17.354
H 17.776 -4.806 -17.522
H 17.163 -4.983 -15.903
H 18.132 -6.301 -16.746
H 20.999 -5.260 -14.915
H 20.132 -6.580 -15.736
H 19.436 -6.027 -14.352
H 19.669 -3.476 -13.063
H 18.140 -2.482 -12.857
H 18.152 -3.967 -13.757
H 18.453 -0.653 -13.775
H 19.691 -0.321 -14.872
H 18.059 -0.713 -15.543
H 21.597 -2.191 -14.152
H 23.015 -2.416 -15.154
H 21.901 -1.091 -15.548
H 22.365 -2.144 -17.794
H 21.584 -3.719 -18.088
H 23.047 -3.609 -17.050
O 25.719 7.169 -18.606
P 25.286 7.034 -17.193
N 23.868 6.140 -17.059
C 23.845 4.760 -17.428
C 22.572 6.714 -16.728
N 24.975 8.516 -16.453
C 24.529 9.675 -17.199
C 24.855 8.596 -14.994
N 26.384 6.240 -16.172
C 27.787 6.434 -16.497
C 26.001 5.425 -15.036
H 24.790 4.222 -17.355
H 23.533 4.637 -18.476
H 23.072 4.147 -16.953
H 21.899 6.482 -17.562
H 22.580 7.798 -16.680
H 22.198 6.196 -15.842
H 25.277 10.473 -17.224
H 24.578 9.431 -18.266
H 23.525 10.016 -16.948
H 25.808 8.309 -14.552
H 24.712 9.646 -14.736
H 23.966 8.080 -14.623
H 28.085 5.905 -17.405
H 27.990 7.486 -16.730
H 28.481 6.244 -15.679
H 25.173 5.872 -14.483
H 26.754 5.442 -14.243
H 25.852 4.382 -15.320
C 18.483 6.659 -11.789
O 18.662 5.284 -11.540
C 18.675 4.360 -12.502
O 18.790 4.558 -13.686
O 18.747 3.188 -11.875
C 19.068 2.065 -12.740
H 18.497 7.112 -10.801
H 17.492 6.848 -12.212
H 19.219 7.094 -12.465
H 18.144 1.489 -12.764
H 19.770 1.479 -12.142
H 19.557 2.169 -13.703
C 14.458 1.062 -16.302
O 14.712 -0.306 -15.958
C 15.544 -1.052 -16.655
O 16.212 -0.630 -17.551
O 15.576 -2.332 -16.235
C 15.016 -2.632 -14.985
H 13.452 1.268 -15.960
H 14.687 1.318 -17.334
H 15.162 1.652 -15.711
H 15.349 -3.584 -14.581
H 13.932 -2.731 -15.127
H 15.082 -1.916 -14.162
C 20.928 4.121 -20.512
O 20.270 2.916 -20.896
C 19.003 2.883 -21.215
O 18.436 1.846 -21.402
O 18.452 4.101 -21.443
C 17.215 4.085 -22.167
H 20.841 4.802 -21.357
H 21.944 3.881 -20.219
H 20.456 4.543 -19.622
H 17.394 3.697 -23.170
H 16.890 5.110 -22.333
H 16.478 3.504 -21.621